[1]
The following is a DFT calculation (ωB97M-V/def2-TZVPD) of a 11-piece molecular cluster, C42H60O20 overall.

Computed properties:
M, g/mol: 884.92
ΔE to the lowest compared entry with this formula, charge and spin, kcal/mol: 52.0
SMILES: O=C1C=C(O)C(=O)C=C1O.O=C1C=C(O)C(=O)C=C1O.O=C1C=C(O)C(=O)C=C1O.CC(C)=O.CC(C)=O.CC(C)=O.CC(C)=O.CC(C)=O.CC(C)=O.CC(C)=O.CC(C)=O

Structure (ORCA input):
```
! RIJCOSX wB97M-V def2-TZVPD def2/J DEFGRID3
* xyz 0 1
O 7.227 3.233 -0.219
O 0.972 2.521 5.890
O 3.721 -0.690 2.987
O 1.854 3.164 0.850
O 3.329 0.701 -1.862
O -2.018 2.274 -6.651
O 3.799 -5.035 2.016
O -1.021 -0.250 -2.627
O -3.039 4.027 -0.450
O 5.935 0.675 3.880
O 6.162 5.426 -1.171
O -5.427 0.993 -1.581
O 4.000 -2.228 -2.385
O -1.632 -3.935 2.670
O -0.293 -2.813 4.840
O -0.345 -0.861 2.770
O 1.610 0.449 7.705
O 2.087 3.099 -2.647
O -6.164 -0.428 2.437
O 3.995 4.674 1.781
C 0.567 -0.866 -1.047
C -0.884 -0.661 -1.494
C 0.422 -1.114 6.477
C 0.385 0.832 4.230
C 3.948 3.524 2.049
C -5.768 0.341 -2.547
C 0.046 -1.571 5.028
C -2.076 -0.762 -0.556
C 3.469 -3.323 -2.170
C -1.050 1.740 -6.113
C 3.857 0.466 2.677
C 2.854 1.140 2.014
C 2.052 -3.657 -2.670
C -2.231 -4.262 1.675
C 6.011 3.132 -0.829
C -3.221 4.594 -2.743
C 4.216 -4.390 -1.392
C 3.875 1.785 -1.747
C 1.063 0.219 6.682
C 1.650 -6.028 2.461
C 0.046 -0.545 3.872
C -6.751 -0.749 -2.546
C 5.438 4.395 -1.312
C -6.757 1.832 2.943
C 4.990 2.881 2.861
C -1.533 -4.491 0.311
C 5.011 1.293 3.147
C -1.081 0.238 -6.277
C 1.955 -3.619 1.513
C -1.499 2.929 -1.773
C 5.264 1.846 -1.041
C -3.817 -4.358 1.697
C 2.922 2.619 1.521
C -2.613 3.927 -1.525
C 3.344 3.067 -2.212
C -4.476 1.069 1.958
C -5.857 0.684 2.422
C 0.118 2.470 -5.526
C 0.969 1.189 5.519
C 4.158 4.378 -1.981
C -5.116 0.798 -3.895
C 2.544 -4.866 2.069
H 3.775 5.375 -2.014
H -4.027 -4.501 2.675
H -2.496 5.125 -3.320
H 0.659 2.850 5.051
H 0.739 -0.005 -0.178
H -1.273 2.168 -0.878
H -3.987 5.297 -2.404
H -2.110 -5.261 -0.115
H 1.517 -3.447 0.363
H 1.402 -3.689 -1.999
H -7.685 -0.321 -2.907
H -6.901 1.924 4.048
H -0.836 -2.863 4.156
H 7.714 4.073 -0.480
H 0.702 -1.784 -0.493
H -4.194 -3.467 1.115
H 5.721 0.907 -0.570
H -1.431 -0.161 -5.440
H 1.059 2.355 -6.087
H 1.231 -6.387 1.711
H 5.881 3.404 3.133
H -3.971 1.939 2.606
H 2.108 3.845 0.394
H 0.316 1.933 -4.502
H -0.161 3.482 -5.237
H -4.751 -0.068 -4.324
H -2.244 -1.746 -0.100
H -0.057 -0.103 -6.240
H -5.926 0.840 -4.622
H -4.090 0.154 2.193
H 1.732 4.043 -2.769
H 0.096 1.644 3.560
H -0.792 3.609 -1.818
H 4.453 -4.054 -0.259
H 6.607 1.203 3.691
H 2.728 -3.029 2.022
H 1.984 -4.555 -3.436
H -3.059 -0.364 -1.183
H -6.789 -1.397 -1.784
H 0.747 -1.850 7.165
H -7.709 1.718 2.519
H 1.315 -0.814 -1.790
H 5.048 -4.600 -1.980
H -1.661 -0.153 0.467
H -4.407 1.520 -3.777
H -1.794 -3.731 -0.379
H 1.029 -5.715 3.148
H -1.658 2.401 -2.668
H 2.193 0.507 1.605
H 1.704 -2.877 -3.466
H 2.224 -6.810 3.154
H -3.925 -5.362 1.457
H -0.467 -4.473 0.749
H -6.313 2.736 2.529
H -6.598 -1.182 -3.575
H 1.038 -3.428 2.193
H -1.730 -0.046 -7.149
H -4.237 1.448 0.949
H -3.281 3.839 -3.426
H 3.602 -5.261 -1.245
*
```

[2]
The following is a DFT calculation (ωB97M-V/def2-TZVPD) of an isolated ion of composition C8H15N2O and charge +1.

Computed properties:
M, g/mol: 155.22
ΔE to the lowest compared entry with this formula, charge and spin, kcal/mol: 85.6
SMILES: C[NH2+][C@@]1([C@@H](C)O)C=CCC=N1

Structure (ORCA input):
```
! RIJCOSX wB97M-V def2-TZVPD def2/J DEFGRID3
* xyz 1 1
O 2.393 0.929 0.343
N -0.313 -0.274 1.286
N 1.502 -1.350 -0.167
C 0.309 2.181 -0.172
C -0.779 -0.487 -1.250
C -1.939 0.133 -0.997
C -1.519 -0.014 1.385
C 1.065 -2.597 0.268
C 0.394 -0.300 -0.268
C 1.209 0.985 -0.402
C -2.410 0.514 0.322
H -0.547 -0.934 -2.205
H -1.857 0.005 2.498
H 0.630 -2.520 1.310
H -2.445 1.678 0.360
H 0.258 -2.995 -0.280
H -0.157 2.062 0.926
H 2.207 1.575 1.118
H -3.524 0.291 0.428
H 1.939 -3.287 0.304
H 1.648 1.041 -1.349
H -2.603 0.118 -1.918
H -0.533 2.094 -0.901
H 0.900 3.191 -0.332
H 2.067 -0.785 0.631
H 2.106 -1.253 -0.939
*
```

[3]
The following is a DFT calculation (ωB97M-V/def2-TZVPD) of a single C3H5NO2 molecule.

Computed properties:
M, g/mol: 87.08
ΔE to the lowest compared entry with this formula, charge and spin, kcal/mol: 67.1
SMILES: [H]/N=C/O[C@@H]1CO1

Structure (ORCA input):
```
! RIJCOSX wB97M-V def2-TZVPD def2/J DEFGRID3
* xyz 0 1
O -0.354 -0.848 -1.054
O -0.243 1.262 -0.058
N 1.662 0.809 1.061
C 1.087 0.913 -0.049
C -1.055 0.196 -0.374
C -0.983 -1.141 0.193
H -0.392 -1.361 1.073
H 2.645 0.586 0.930
H -1.848 -1.766 0.011
H -2.026 0.583 -0.683
H 1.507 0.768 -1.050
*
```

[4]
The following is a DFT calculation (ωB97M-V/def2-TZVPD) of C32H41FeN4O4S2Si as an isolated structure.

Computed properties:
M, g/mol: 693.77
Electronic energy, eV: -111938.148

Structure (ORCA input):
```
! RIJCOSX wB97M-V def2-TZVPD def2/J DEFGRID3
* xyz -1 1
Fe -0.225 0.878 0.126
S 1.637 -0.658 -0.484
S 4.241 -0.058 1.029
Si -1.579 2.543 1.116
O 0.843 -1.073 3.624
O 0.386 0.323 1.957
O -1.821 -0.587 -0.117
O 0.064 -3.431 1.049
N -2.722 -2.655 -0.018
N 2.498 1.730 0.358
N -0.832 1.767 -1.546
N 1.276 1.987 -0.226
C -0.838 -2.269 -1.527
C 3.766 -1.637 1.763
C -4.070 -2.320 -0.491
C -1.192 4.327 0.546
C -4.159 1.262 1.190
C -1.564 2.675 3.012
C 2.410 -6.086 1.390
C -6.167 1.937 0.044
C -3.071 -2.207 -2.876
C -4.218 -2.688 -1.970
C -0.293 3.568 -3.056
C 1.251 2.775 -1.246
C 0.017 2.733 -1.981
C 3.342 -6.791 0.641
C -4.150 3.240 -0.132
C 3.782 -6.280 -0.572
C -2.387 2.446 -3.232
C -1.762 -1.756 -0.460
C 0.813 -4.189 3.172
C -2.017 1.657 -2.166
C -1.424 -0.911 2.952
C 2.333 -4.379 -0.306
C 1.894 -4.886 0.915
C 2.702 0.451 0.320
C -3.446 2.362 0.696
C 0.849 -4.113 1.669
C -1.705 -2.888 -2.647
C 3.284 -5.070 -1.040
C -1.503 3.422 -3.694
C -5.487 3.035 -0.461
C 0.051 -0.540 2.828
C -5.496 1.051 0.881
H 2.896 -1.494 2.406
H -7.210 1.775 -0.204
H -0.027 -4.819 3.478
H -1.400 4.500 -0.514
H -1.936 -0.888 1.994
H -1.875 -3.951 -2.448
H 3.644 -4.658 -1.974
H 2.133 3.311 -1.575
H -4.811 -2.844 0.115
H 0.649 -3.175 3.545
H 1.732 -4.595 3.589
H -2.957 -1.123 -2.786
H 3.568 -2.380 0.996
H -0.569 2.453 3.401
H -4.290 -3.779 -2.058
H -2.263 1.962 3.456
H -1.524 -1.896 3.403
H 4.521 -6.821 -1.150
H -4.212 -1.252 -0.333
H 0.421 4.323 -3.358
H -0.137 4.560 0.713
H -3.362 2.309 -3.680
H -0.148 -3.001 -1.102
H 2.076 -6.477 2.344
H -5.998 3.738 -1.109
H 1.953 -3.419 -0.638
H 3.731 -7.733 1.007
H -1.862 3.676 3.337
H -5.166 -2.285 -2.340
H 4.623 -1.950 2.362
H -3.645 4.109 -0.541
H -3.373 -2.390 -3.910
H -1.788 5.040 1.123
H -1.127 -2.848 -3.572
H -6.018 0.193 1.291
H -1.896 -0.182 3.616
H -1.770 4.060 -4.527
H -2.473 -3.602 -0.274
H -0.252 -1.426 -1.891
H -3.650 0.549 1.831
H -2.689 0.919 -1.752
*
```

[5]
The following is a DFT calculation (ωB97M-V/def2-TZVPD) of a 2-piece molecular cluster, C6H17NO2SSi overall.

Computed properties:
M, g/mol: 195.36
ΔE to the lowest compared entry with this formula, charge and spin, kcal/mol: 65.1

Structure (ORCA input):
```
! RIJCOSX wB97M-V def2-TZVPD def2/J DEFGRID3
* xyz 0 1
S -3.318 -0.628 0.613
Si 1.010 -0.132 0.065
O -1.836 -1.039 0.206
O -3.387 -0.085 2.000
N -3.398 0.837 -0.347
C -0.255 1.572 -1.897
C 0.548 0.906 1.598
C 2.899 -1.992 -0.932
C 0.763 0.512 -1.704
C -0.556 0.421 2.541
C 1.992 -1.765 0.247
H -1.159 1.240 -1.396
H 2.543 -1.784 1.231
H 2.327 -2.253 -1.888
H 0.384 -0.296 -2.322
H 3.485 -1.151 -1.332
H 0.002 2.431 -1.198
H 1.539 0.925 2.211
H -0.903 1.329 3.129
H 1.604 0.771 -2.175
H -0.246 -0.369 3.190
H -4.213 1.442 -0.082
H -1.436 0.071 1.873
H 0.390 1.935 1.040
H -3.427 0.463 -1.292
H 3.592 -2.828 -0.861
H 1.275 -2.576 0.362
H -0.217 2.044 -2.883
*
```

[6]
The following is a DFT calculation (ωB97M-V/def2-TZVPD) of C4H4O5Ru as an isolated structure.

Computed properties:
M, g/mol: 233.14
ΔE to the lowest compared entry with this formula, charge and spin, kcal/mol: 0.0

Structure (ORCA input):
```
! RIJCOSX wB97M-V def2-TZVPD def2/J DEFGRID3
* xyz 3 6
Ru -5.022 -0.337 0.759
O -1.774 -0.960 -1.138
O 0.538 1.159 -0.637
O -3.271 -0.598 0.527
O 0.412 -0.728 0.462
O -1.413 0.623 0.311
C -2.337 -0.349 -0.240
C -0.210 0.252 -0.102
C 1.842 -0.485 0.390
C 1.932 0.819 -0.404
H 2.221 -0.406 1.413
H 2.378 1.644 0.158
H 2.288 -1.342 -0.122
H 2.416 0.708 -1.378
*
```